11
Properties=species:S:1:pos:R:3:forces:R:3:mulliken_charge:R:1 method="wB97M-V/def2-TZVPD" homo_ev=-8.0 smiles="O=c1[nH]c(O)c(F)[nH]1" relative_energy_ev=1.703 charge=0 orbital_gap_ev=8.183
H -0.77579 -1.85917 0.45842 0.553 3.118 -1.917 0.295
N -0.59611 1.27369 -0.04042 -2.529 3.018 0.991 -0.099
F 1.61798 1.88475 -0.15694 0.119 -0.316 0.359 -0.270
O -2.59356 0.12760 -0.16662 -1.081 -0.195 0.602 -0.583
H -1.01866 2.21044 0.29187 1.095 -2.273 -0.861 0.294
O 1.91329 -1.18238 -0.10317 0.659 -2.605 -0.337 -0.538
N -0.51847 -0.90988 -0.09166 0.579 -3.663 2.085 -0.181
C 0.81018 -0.41966 0.01252 -0.463 0.300 0.255 0.246
H 1.84649 -2.20973 -0.25484 -0.615 3.342 0.444 0.359
C 0.71672 0.93060 0.09978 1.301 -1.258 -0.656 0.248
C -1.40206 0.15375 -0.04895 0.381 0.531 -0.965 0.230


11
Properties=species:S:1:pos:R:3:forces:R:3:mulliken_spin:R:1 method="wB97M-V/def2-TZVPD" homo_ev="-15.2 / -15.2" spin_multiplicity=2 relative_energy_ev=0.000 s_squared=0.756 charge=+1 orbital_gap_ev="11.075 / 7.767"
O -2.28253 1.71631 -0.52387 -0.442 -0.165 -0.066 0.821
C -0.24255 -1.09641 0.18557 -0.017 0.155 0.512 0.004
O 1.64104 0.10173 -0.68678 0.021 0.005 0.314 0.002
Na 1.58037 2.35156 -0.35629 -0.089 -0.063 0.022 0.000
H -0.51763 -2.10491 -0.14782 0.067 0.231 0.062 0.001
O -0.47688 1.71134 0.59089 -0.172 -0.109 0.089 0.226
C 1.21585 -0.85328 -0.07872 -0.007 -0.147 -0.355 -0.002
H 1.88728 -1.64495 0.30762 -0.052 0.199 -0.041 0.000
O -1.11917 -0.20472 -0.49454 -0.987 1.288 0.210 -0.001
C -1.28962 1.06902 -0.07314 1.659 -1.312 -0.509 -0.054
H -0.39617 -1.04570 1.27709 0.019 -0.080 -0.239 0.002


8
Properties=species:S:1:pos:R:3:forces:R:3:mulliken_spin:R:1 method="wB97M-V/def2-TZVPD" homo_ev="-6.7 / -10.3" spin_multiplicity=3 relative_energy_ev=2.539 s_squared=2.010 charge=0 orbital_gap_ev="7.290 / 8.561"
F -1.90734 1.51528 -0.30700 0.355 0.770 0.035 0.051
S -2.13465 -1.00096 0.09009 1.103 -0.167 -1.372 0.179
F 1.14185 -0.80780 -0.54814 -0.492 -1.647 -0.290 -0.006
H -1.20528 -1.71902 -0.61371 -0.681 -0.340 0.586 0.003
H 1.32025 1.22961 -0.25409 -0.409 1.228 0.049 -0.001
P 0.49900 0.30146 0.36958 0.940 1.649 0.727 0.487
H 1.54396 0.13058 1.46643 -0.184 -0.426 -0.264 0.295
C -1.22017 0.39736 -0.53832 -0.632 -1.068 0.529 0.992


39
Properties=species:S:1:pos:R:3:forces:R:3:mulliken_spin:R:1 method="wB97M-V/def2-TZVPD" homo_ev="-6.5 / -9.0" spin_multiplicity=5 relative_energy_ev=0.120 s_squared=6.124 charge=0 orbital_gap_ev="6.219 / 5.977"
H 3.10198 -2.28200 -0.58027 0.012 0.151 0.306 0.009
C 3.93820 -1.55257 3.48884 3.088 -1.354 4.044 0.007
C 2.29436 -0.41904 -0.01264 -0.687 -0.678 -1.503 0.222
O -2.10470 -1.66438 -0.53507 0.473 0.817 -0.910 0.050
H 3.22993 2.55275 1.35683 -0.042 -0.393 0.096 0.033
H -7.22392 1.83831 -1.73134 0.383 -0.150 -0.071 0.000
C 4.35130 0.79980 1.79536 1.652 1.190 0.624 0.307
C -1.34438 0.63908 -1.48574 1.757 0.024 0.023 0.687
C -3.84910 -0.07147 -1.71567 0.222 -0.229 -0.129 0.005
O 4.43624 -1.97514 4.45882 -1.249 0.828 -2.060 -0.031
O -1.99732 2.63674 -3.02447 0.384 -0.570 1.086 0.067
C -5.06800 2.00278 -1.75756 -0.011 0.077 0.076 -0.001
C 3.33111 1.48531 1.13481 -0.479 1.186 -0.184 0.163
C -6.26235 -0.10064 -1.75188 0.299 0.070 0.050 0.003
H -0.25230 0.65497 -1.44223 -0.417 -0.025 0.021 0.111
H 5.36980 -1.97284 0.03688 -0.415 0.310 0.296 0.016
Fe 3.07051 -0.97135 2.08814 0.682 -1.171 -0.217 1.805
H 1.58768 1.58798 -0.04861 0.180 -0.174 0.237 0.040
C 1.79353 -0.40004 3.14998 -3.985 3.415 2.004 -0.011
H 4.79150 1.31610 2.65683 -0.068 -0.173 -0.445 0.006
O 1.81588 -3.60060 2.15352 0.906 1.735 0.158 -0.035
C -6.27333 1.29991 -1.75280 0.331 -0.068 0.049 0.002
C -3.86169 1.30187 -1.72308 0.308 0.239 -0.057 0.002
O -2.16811 2.92611 -0.54676 0.592 -0.389 -0.346 0.045
C -5.04740 -0.78696 -1.75337 0.021 -0.107 0.083 0.000
H 1.33169 -0.76777 -0.40366 0.408 0.033 0.104 0.048
O 0.93965 0.14751 3.72634 1.956 -1.622 -1.021 -0.018
O -1.96519 -1.37570 -3.01391 0.458 0.328 0.482 0.061
S -2.22250 2.07190 -1.70557 -2.624 1.773 -0.773 -0.013
C 3.33955 -1.35303 -0.05579 -1.575 -0.064 -0.677 -0.051
H 5.99612 -0.54158 1.85226 -0.276 -0.028 -0.054 0.009
H -7.20606 -0.65158 -1.73169 0.395 0.148 -0.070 0.000
C 4.65471 -1.19958 0.35102 2.053 -1.048 -1.222 0.365
S -2.19502 -0.81248 -1.70767 -2.529 -1.915 0.398 -0.016
C 2.38054 0.93094 0.32041 -0.412 1.067 -0.356 0.213
C 5.04004 -0.34607 1.36199 0.274 0.771 0.740 -0.121
H -5.02634 -1.86982 -1.76818 -0.010 0.033 0.042 -0.001
H -5.06197 3.08601 -1.77107 0.004 -0.041 0.030 -0.001
C 2.33537 -2.56342 2.08702 -2.058 -3.992 -0.855 0.022


13
Properties=species:S:1:pos:R:3:forces:R:3:mulliken_charge:R:1 method="wB97M-V/def2-TZVPD" homo_ev=-2.8 relative_energy_ev=1.248 charge=-1 orbital_gap_ev=6.479
C -1.40222 0.60900 -1.14790 1.753 1.130 0.676 0.625
S 1.91292 0.38963 0.06075 0.806 0.044 0.316 -0.544
O -1.93930 1.32485 -1.95801 -0.628 -0.330 -0.403 -0.587
O -0.41473 1.07527 2.35821 0.580 -0.113 2.107 -0.487
C -0.53201 -0.51992 -1.40082 0.577 -2.482 -0.388 -0.901
H 2.52281 -0.95319 1.68601 -1.194 -0.515 -0.120 0.275
H -0.59719 -0.82077 -2.48865 -0.124 -0.143 1.386 0.284
N 1.58664 -0.97899 1.22443 0.719 1.204 0.715 -0.660
H -0.56621 -1.33147 -0.59211 -0.636 0.687 -1.401 0.305
C -0.79775 0.97785 1.27994 -1.482 0.546 -4.358 0.717
N -1.35373 1.08935 0.19175 0.011 -0.360 2.214 -0.369
H 0.62375 -0.35129 -1.12230 -1.228 1.090 -0.403 0.112
H 0.95701 -0.51033 1.90869 0.843 -0.757 -0.342 0.231


23
Properties=species:S:1:pos:R:3:forces:R:3:mulliken_charge:R:1 method="wB97M-V/def2-TZVPD" homo_ev=0.2 charge=-3 orbital_gap_ev=2.108
O -0.30933 5.41418 -1.31291 1.440 -1.037 -0.546 -0.594
O -0.46492 -3.67990 3.24111 1.284 -0.387 0.265 -0.796
O -3.69216 3.31116 -1.10389 -1.279 -0.027 1.127 -0.799
P 1.16624 4.79173 -1.46091 -4.317 -3.129 1.377 0.836
O -3.25031 -3.77438 -0.40032 -2.381 -1.400 1.840 -0.622
O -1.21206 2.28936 2.71150 2.729 1.087 -0.091 -0.576
O 2.40608 -3.44944 3.09479 -2.525 -1.203 0.556 -0.737
O 1.68247 4.26162 -0.13747 -0.246 -0.412 2.002 -0.645
O 2.13323 5.57920 -2.17650 2.940 3.340 -2.144 -0.628
O 0.66125 0.79554 2.38490 0.440 2.734 0.218 -0.485
O 2.72190 -4.54118 -2.12217 -0.653 -0.454 -0.295 -0.585
O 0.12725 -5.20519 -1.65844 -0.926 0.677 -1.032 -0.722
V 0.37934 2.34701 2.54965 -2.208 -2.890 -0.323 1.705
O 1.92635 -5.48726 -0.07521 0.350 0.172 1.551 -0.596
I 2.27070 3.31769 6.08245 -0.511 -0.180 -0.817 -0.783
O -2.10334 -1.45099 -0.46892 -0.899 -0.987 -0.234 -0.612
V 1.00728 -4.32270 3.01633 1.565 1.477 -2.060 1.533
V -2.30678 -2.86247 -1.15529 5.008 1.700 -1.469 1.672
V -2.99834 3.23825 -2.50696 1.922 0.769 -2.207 1.565
O 0.96649 3.56286 -2.43502 -1.258 0.231 0.061 -0.528
P 1.46350 -4.58605 -1.24480 -0.094 0.511 0.615 0.878
O -3.83248 3.53454 -3.90802 0.314 -0.322 1.350 -0.960
O 1.25753 -3.08362 -0.91396 -0.695 -0.271 0.255 -0.521


8
Properties=species:S:1:pos:R:3:forces:R:3:mulliken_charge:R:1 method="wB97M-V/def2-TZVPD" homo_ev=-8.9 smiles="ClC1=NSC(Cl)=NS1" relative_energy_ev=0.072 charge=0 orbital_gap_ev=8.088
C -1.38870 0.11317 -0.67866 2.264 -3.183 -1.144 0.539
Cl -3.04808 0.29181 -1.19867 0.987 0.124 0.573 -0.119
N 0.72505 0.95577 1.06250 1.058 -3.250 -0.198 -0.375
S 0.93262 -1.10385 -0.69198 0.212 -0.528 -0.019 -0.028
S -0.57234 1.45330 0.11708 -1.041 1.262 -0.279 -0.030
N -0.76679 -1.01014 -1.01173 -1.419 2.753 1.492 -0.396
Cl 2.77806 -0.53906 1.64981 -0.679 -0.218 -0.497 -0.119
C 1.34019 -0.16099 0.75164 -1.382 3.040 0.073 0.528


Number 1: energy -12951.1660 eV. Number 2: energy -15758.6012 eV. Number 3: energy -26639.9315 eV. Number 4: energy -88205.4126 eV. Number 5: energy -21102.4604 eV. Number 6: energy -162175.5301 eV. Number 7: energy -51767.6301 eV.